(1)
{"formula": "C7H10INO2", "method": "the ωB97M-V functional and the def2-TZVPD basis", "s_squared": 2.032, "homo_energy_ev": [-6.52, -9.29], "charge": 0, "spin_multiplicity": 3, "lumo_energy_ha": [0.0273, -0.0700], "elements": ["C", "C", "C", "C", "C", "C", "C", "N", "O", "O", "I", "H", "H", "H", "H", "H", "H", "H", "H", "H", "H"], "coordinates": [[0.42392, -0.68850, -1.76830], [-0.91369, -0.53827, -1.55871], [0.86668, 1.00474, -0.10475], [1.41936, -0.21022, -0.76017], [-1.26778, 0.27087, -0.43714], [1.32737, 3.03075, 1.12581], [-1.32457, -2.65298, 0.95540], [-0.36621, 1.17664, 0.09412], [1.71565, 1.84543, 0.39997], [-1.03433, -1.39944, 1.19094], [-3.27852, 0.57651, -0.08233], [0.89131, -1.26584, -2.57126], [-1.57563, -1.13374, -2.21619], [1.58338, -0.87538, 0.06583], [2.54647, 0.02219, -1.14039], [0.62437, 3.69633, 0.54744], [2.22882, 3.51399, 1.48878], [0.68881, 2.82671, 1.98713], [-1.49406, -3.08664, 1.89278], [-0.66446, -3.39270, 0.39437], [-2.39688, -2.72046, 0.49666]], "forces_ev_per_angstrom": [[1.0719, -0.7346, -0.2194], [0.7004, -0.4518, -0.0067], [-0.5128, -0.5586, 0.0518], [2.6078, 1.8018, -0.9441], [0.2686, 0.8977, -1.7283], [-1.7973, 0.1835, -0.2842], [-2.9735, -2.4056, -0.9720], [-2.6254, -0.3269, 0.0611], [2.1864, 1.6064, 0.7232], [1.6718, 1.6126, 0.1387], [-0.1757, 0.1008, 0.2203], [-0.7208, 0.0731, 0.0593], [-0.0217, 0.8986, 0.6767], [0.0656, -1.0000, 0.4556], [-2.7691, -0.5460, 0.4849], [1.2257, -0.5626, -0.0123], [0.0666, -0.0165, -0.4664], [0.2334, -0.6818, 0.1216], [0.1335, -1.5152, 1.7443], [-0.2412, 1.4951, 0.1690], [1.6059, 0.1299, -0.2729]], "lowdin_charge": [-0.09, -0.19, -0.44, -0.10, -0.84, -0.04, -0.24, 0.10, -0.03, -0.07, 0.89, 0.10, 0.11, 0.11, 0.17, 0.11, 0.09, 0.08, 0.05, 0.14, 0.12]}


(2)
{"formula": "C7H10INO2", "method": "the ωB97M-V functional and the def2-TZVPD basis", "s_squared": 2.020, "homo_energy_ev": [-5.15, -9.53], "charge": 0, "spin_multiplicity": 3, "lumo_energy_ha": [0.0099, -0.0623], "elements": ["C", "C", "C", "C", "C", "C", "C", "N", "O", "O", "I", "H", "H", "H", "H", "H", "H", "H", "H", "H", "H"], "coordinates": [[-1.35057, 1.10962, -1.15743], [-1.57752, 1.59831, 0.10651], [-0.53425, 0.04783, -1.39830], [-2.83694, 1.91544, 0.26013], [-0.48860, 1.85066, 1.05776], [1.00673, -2.27859, 1.12452], [0.48012, -1.71673, -0.18696], [0.05822, -0.54409, -0.29829], [-0.15708, -0.33508, -2.66585], [-3.98079, 2.20675, 0.27299], [4.05820, 0.72549, -0.04991], [-2.14488, 1.38473, -2.02037], [0.36444, 2.40287, 0.78152], [-1.03043, 2.29518, 1.97953], [-0.21556, 0.88545, 1.37942], [2.13911, -2.13852, 1.13625], [0.83118, -3.32772, 1.43607], [0.57081, -1.60420, 1.90793], [0.53088, -2.49017, -0.98581], [0.50115, -1.08926, -2.41888], [3.77579, -0.89797, -0.26084]], "forces_ev_per_angstrom": [[-4.4877, 3.0418, -3.7080], [1.8552, 0.8790, -1.1464], [4.9246, -4.1264, 1.0434], [-4.0930, 1.1236, 0.6245], [-2.6845, 0.2807, 3.8529], [0.9648, 1.6465, 0.7621], [1.8590, -4.9930, 0.0533], [-3.0664, 3.4516, -1.7624], [0.8536, -1.6319, 1.9147], [1.7586, -0.4598, 0.0486], [-0.2012, -1.0062, -0.1369], [1.9123, -0.8032, 2.0596], [0.6577, 0.7891, -0.7949], [1.3234, -0.1980, -1.2041], [0.8853, -0.9092, 0.5763], [-1.2126, -0.1693, 0.2478], [-0.2708, 0.5162, -0.8206], [0.6064, -0.6492, -0.3450], [-0.3071, 0.5413, -0.1927], [-1.4327, 1.6650, -1.1979], [0.1553, 1.0115, 0.1256]], "lowdin_charge": [-0.03, -0.32, -0.35, -0.10, -0.03, -0.09, -0.28, 0.06, 0.06, 0.18, 0.34, 0.18, 0.07, 0.12, 0.04, 0.06, 0.07, 0.08, 0.11, 0.13, -0.32]}


(3)
{"formula": "C7H10N", "method": "the ωB97M-V functional and the def2-TZVPD basis", "homo_energy_ev": -13.43, "charge": 1, "spin_multiplicity": 1, "lumo_energy_ha": -0.1448, "smiles": "C[N@H+]1[C@@H]2C=C[C@@H]3C[C@]321", "elements": ["C", "N", "C", "C", "C", "C", "C", "C", "H", "H", "H", "H", "H", "H", "H", "H", "H", "H"], "coordinates": [[-2.05401, -0.20806, 0.03077], [-0.64222, -0.40862, 0.18915], [0.20640, -0.97056, -0.91388], [1.41577, -1.49733, -0.32533], [2.11012, -0.59340, 0.35191], [1.55869, 0.77171, 0.00721], [0.56543, 1.83861, 0.26566], [0.12664, 0.62338, -0.58227], [-2.51227, -1.11878, 0.35823], [-2.42177, 0.59705, 0.72380], [-2.16978, -0.14557, -1.02376], [-0.27489, -0.58810, 1.09518], [-0.29230, -1.30278, -1.84046], [1.47518, -2.59296, -0.21887], [3.11141, -0.44125, 0.81413], [2.29851, 1.38784, -0.54413], [-0.09529, 1.81523, 1.09831], [0.65754, 2.72923, -0.30105]], "forces_ev_per_angstrom": [[-0.7745, -0.3325, 1.5539], [1.3101, 0.9880, -0.8158], [-1.8544, 3.0454, -1.0833], [0.6416, -2.2205, 0.8994], [0.8832, 3.0284, 0.4636], [0.5044, 0.9895, -0.0445], [-1.2278, -1.4179, 0.1434], [1.8777, -2.2142, -0.9636], [-0.5908, -0.5548, 0.1405], [0.3811, -0.4067, -1.2831], [-0.8239, 0.8569, -0.6913], [0.1807, -0.7264, 1.1009], [0.1064, -0.3678, 0.9680], [0.5819, 0.5900, -0.5174], [-0.9354, -1.5835, 0.0206], [-0.3536, -1.1865, -0.7887], [-0.2999, 0.6279, 0.8317], [0.3929, 0.8847, 0.0655]], "lowdin_charge": [0.02, -0.08, -0.04, -0.04, 0.02, -0.19, 0.06, -0.13, 0.10, 0.14, 0.10, 0.17, 0.17, 0.14, 0.15, 0.17, 0.11, 0.12]}


For reference, relative energy (zero: lowest compared OMol25 entry of this formula, charge and spin) by record: 0.000; 0.287; 5.101 eV.